*a*
Density functional theory data (ωB97M-V with the def2-TZVPD basis set) for the ion C6H13N4 with charge +1.

Output
Orbital gap ... 9.6 eV
E_HOMO ... -14.405 eV
SMILES string ... CCCCCc1nn[nH][nH+]1
Charge ... +1

XYZ file:
```
23
C6H13N4 (ωB97M-V with the def2-TZVPD basis set)
H 1.398 0.524 -2.252
C -0.079 -1.240 -0.715
H -2.040 -1.512 0.038
N 1.786 1.441 2.387
H 0.427 0.263 3.425
C -1.074 -1.232 0.443
H -1.136 0.474 -1.565
C -0.552 -0.383 -1.894
H -1.232 -0.991 -2.487
H -0.787 -1.947 1.209
C 0.571 0.095 -2.808
H 0.940 -0.716 -3.429
H 0.932 -0.985 -0.403
N 0.700 1.591 0.573
N 0.663 0.745 2.568
H 2.555 1.607 3.029
H -1.788 -0.034 2.098
N 1.800 1.954 1.199
H -1.932 0.800 0.572
C -1.291 0.142 1.147
C -0.013 0.828 1.406
H 0.181 0.848 -3.486
H -0.030 -2.272 -1.054
```


*b*
Density functional theory data (ωB97M-V with the def2-TZVPD basis set) for the ion C6H13N4 with charge +1.

Output
Orbital gap ... 8.2 eV
E_HOMO ... -11.682 eV
Charge ... +1

XYZ file:
```
23
C6H13N4 (ωB97M-V with the def2-TZVPD basis set)
H -2.956 -0.880 -0.127
C -2.155 -0.591 -0.803
C -2.056 0.927 -0.462
H -2.208 -0.811 -1.841
H 3.438 -0.130 0.477
H -1.051 -1.477 0.897
C 0.035 0.796 -0.471
H -1.006 -2.304 -0.619
N 0.798 1.729 -0.304
H 1.771 -1.957 0.653
N -0.970 -1.324 -0.189
H 1.203 -0.576 1.567
C 1.372 -0.880 0.521
H 2.806 1.823 -0.940
H -2.097 1.503 -1.283
H -2.611 2.288 0.988
H 2.410 2.157 0.687
C 2.561 -0.008 -0.059
N 0.286 -0.607 -0.337
N -2.548 1.253 0.756
H 2.691 -0.413 -1.020
H -3.060 0.637 1.384
C 2.205 1.476 -0.167
```


Best to worst by energy: *a*, *b*.


*a*
Density functional theory data (ωB97M-V with the def2-TZVPD basis set) for a structure of composition C35H49CeCl2N2O2P3.

Output
Orbital gap (spin up / spin down) ... 2.6 / 2.6 eV
E_HOMO (spin up / spin down) ... -10.779 / -10.779 eV
Charge ... +2

XYZ file:
```
94
C35H49CeCl2N2O2P3 (ωB97M-V with the def2-TZVPD basis set)
H 1.812 -2.192 -4.275
H 0.735 -3.818 -6.495
H -2.933 -6.066 -0.059
C -3.897 -1.100 2.676
H 3.412 -1.469 3.404
H -0.990 -1.145 -2.092
N -4.154 0.312 2.523
H -6.069 2.200 1.914
C -4.236 3.087 2.578
H 1.967 3.447 -0.679
H 3.567 1.190 0.043
H 4.270 -2.538 -4.157
C 2.226 -3.184 -4.000
H 3.785 -0.117 -1.124
C -2.707 -1.930 -6.416
H -2.828 4.131 0.820
H 0.666 3.314 -1.893
H 1.240 -6.241 -2.741
H 1.818 -0.635 2.439
H 4.245 1.557 -1.572
O -2.245 0.418 1.311
C 1.451 -1.038 1.473
C 3.597 -3.363 -3.942
C 4.154 -4.598 -3.550
C 4.475 -3.613 0.369
H 4.801 -2.740 -0.217
C -3.000 -7.217 -1.889
H -1.618 -6.264 -4.916
H 2.374 3.435 -2.432
C -1.909 -6.268 -3.838
H 0.384 -4.554 -0.825
C 0.357 -1.670 -0.579
H -1.593 -4.192 -1.081
C -0.886 -2.922 -7.663
H 0.990 0.746 -3.832
C -2.623 -6.108 -1.110
C -2.111 -2.250 -7.642
H 5.338 -4.081 0.873
H -3.588 -8.026 -1.444
H -3.921 -1.607 1.704
C -5.492 2.301 2.849
H -3.636 -1.350 -6.413
C -2.638 -7.262 -3.240
H 1.974 -4.245 3.258
H 4.769 -2.611 3.452
H -4.684 -1.505 3.308
H -2.393 2.719 -0.150
H -2.593 -1.956 -8.583
H -4.463 4.051 2.125
C -2.111 -2.350 -5.219
H -2.562 -2.086 -4.254
C -0.952 -3.170 -5.265
C -1.463 -5.171 -3.042
H 2.183 -5.190 1.761
H -6.031 0.275 3.372
Ce -0.181 0.412 0.448
P 1.842 1.232 -1.646
H -4.758 1.006 4.399
H 5.226 -4.730 -3.523
C -5.151 0.923 3.369
C -0.392 -0.839 -1.259
C 4.124 -2.024 2.788
H 2.532 -0.092 -3.570
C 1.353 -2.744 -0.361
N -3.427 2.356 1.644
Cl -1.336 1.613 -1.828
P -0.371 -4.263 -4.051
C -0.263 -3.348 -6.500
C -1.864 -5.077 -1.684
H -6.115 2.828 3.574
H 4.752 -1.288 2.274
C 3.271 -5.616 -3.148
H 2.518 1.677 -3.901
C 1.911 -5.461 -3.164
C 1.703 3.047 -1.661
C -2.461 3.106 0.875
C 1.988 -2.141 0.901
H -2.918 -1.293 3.133
C 1.345 -4.263 -3.679
H 2.083 -2.813 -1.204
C 1.994 0.848 -3.410
H 3.712 -6.542 -2.788
H 4.000 -4.336 -0.308
P 3.294 -3.093 1.621
H -1.460 3.108 1.331
H -2.945 -8.118 -3.849
C 2.699 -4.551 2.490
O 0.824 -4.087 -0.060
Cl 1.149 2.263 1.847
H -0.410 -3.141 -8.620
H 3.548 -5.080 2.956
C 3.524 0.942 -1.022
H -3.686 3.239 3.526
C -3.266 1.025 1.810
```


*b*
Density functional theory data (ωB97M-V with the def2-TZVPD basis set) for a structure of composition C35H49CeCl2N2O2P3.

Output
Orbital gap (spin up / spin down) ... 7.6 / 7.6 eV
E_HOMO (spin up / spin down) ... -13.139 / -13.140 eV
Charge ... +2

XYZ file:
```
94
C35H49CeCl2N2O2P3 (ωB97M-V with the def2-TZVPD basis set)
H 6.529 1.854 -3.860
H -0.744 4.969 5.815
H -0.973 0.555 -4.821
H -5.407 -3.822 0.343
H -1.042 -1.620 -1.675
C 0.830 0.442 -0.932
H -0.127 -4.221 0.083
C 0.520 3.023 -4.319
P 1.385 -2.920 1.442
C 4.891 2.182 -2.489
Cl -0.501 -1.971 3.967
H -0.273 1.594 7.520
H -5.942 -1.577 -1.339
Ce 0.027 -0.256 2.048
H -2.268 4.460 -2.018
H -1.651 5.645 -4.130
C -1.043 -1.565 -5.254
H -2.130 4.496 4.109
C 0.589 2.060 7.013
C -1.141 4.724 -3.850
C -5.011 -1.094 -1.019
H 5.201 0.382 -5.378
H 1.892 -1.916 -2.727
C 2.675 -2.996 0.157
H 0.982 -5.291 1.008
C -1.663 3.553 3.805
H -1.721 3.736 6.635
H 1.297 4.031 6.580
C -0.135 4.204 -4.673
P -3.790 -2.332 -0.584
H -1.833 -1.453 -5.997
C -1.416 -0.851 -0.968
C -0.074 2.003 4.678
C 3.551 1.907 -2.198
H 5.460 2.830 -1.821
C -0.509 -2.826 -4.974
H -1.081 2.391 -1.360
C -4.439 -3.423 0.676
C 0.164 2.344 -3.135
H 1.497 1.795 7.561
H -4.612 -0.464 -1.822
H 0.146 4.717 -5.594
C -3.306 -3.261 -2.042
N 0.730 1.552 5.662
H 3.360 -3.830 0.359
H 0.904 -0.565 5.686
H -2.453 2.817 3.601
H 0.963 -3.936 -3.834
C 2.804 1.084 -3.055
C -0.568 -0.434 -4.588
C 4.745 0.809 -4.484
C 2.325 -3.520 2.902
C -0.832 2.883 -2.301
H -2.941 -2.589 -2.828
P 1.058 0.842 -2.689
C 0.531 -2.956 -4.048
H -5.211 -0.462 -0.146
H 3.231 -2.053 0.172
H -2.637 -1.921 2.146
C -2.310 -1.518 0.080
H 1.910 0.276 4.473
C -0.225 -0.145 -0.413
H -4.575 -2.870 1.614
H 1.675 0.708 -0.286
H 2.341 0.373 6.201
C 0.367 -4.382 1.050
C 0.464 -0.564 -3.645
Cl 2.668 0.128 1.974
H 3.013 -4.319 2.598
C 3.404 0.530 -4.200
H 1.313 2.623 -4.952
C 1.505 0.337 5.493
H 1.628 -3.883 3.664
H 2.896 -2.685 3.323
H 0.215 3.928 7.973
H -0.895 -3.707 -5.488
H -1.106 3.717 2.875
H 3.077 2.336 -1.312
C 5.484 1.633 -3.631
C -2.032 -1.408 1.384
H -1.761 0.616 -2.296
H 2.820 -0.110 -4.863
H -4.173 -3.818 -2.422
C -1.486 4.062 -2.668
H -2.513 -3.974 -1.782
O -2.276 0.070 -1.669
H 2.215 -3.120 -0.830
C -0.779 3.908 6.092
H -3.750 -4.262 0.847
H -0.404 -4.486 1.823
N -0.783 3.127 4.870
C 1.040 -1.826 -3.406
O -0.174 1.391 3.548
C 0.394 3.550 6.962
```


Best to worst by energy: *b*, *a*.